Record 1
DFT (ωB97M-V/def2-TZVPD) results for the molecule C5H8O at a distorted geometry.

```
14
Properties=species:S:1:pos:R:3:forces:R:3
C -1.713 -0.637 0.120 0.0 -0.2 0.0
C -0.721 0.379 -0.363 -0.2 0.6 1.0
O -0.199 1.128 0.896 -1.1 -0.3 -1.9
C 1.116 0.973 0.399 0.4 0.1 -0.8
C 1.512 -0.453 0.347 0.2 -0.3 0.2
C 0.697 0.099 -0.780 0.3 0.1 0.0
H -2.544 -0.085 0.576 0.1 -0.2 0.1
H -1.236 -1.263 0.873 -0.2 -0.1 0.0
H -2.135 -1.257 -0.678 0.2 0.1 0.0
H -1.198 0.983 -1.164 0.3 0.5 1.0
H 1.800 1.820 0.434 -0.2 -0.2 0.1
H 2.543 -0.645 0.070 -0.1 -0.1 0.2
H 1.061 -1.129 1.066 0.1 -0.1 0.0
H 1.019 0.102 -1.817 0.0 0.0 0.3
```
Forces are in eV/Å.

Summary:
* calculated total energy: -270.46578 a.u.
* SMILES string: C[C@H]1O[C@H]2C[C@H]21
* energy relative to the best compared isomer or geometry (same formula, charge and spin): 57.8 kcal/mol
* HOMO-LUMO gap: 10.36 eV
* lowest unoccupied orbital energy: 1.1 eV
* F_max: 2.2 eV/Å


Record 2
DFT (ωB97M-V/def2-TZVPD) results for the molecule C5H8O.

```
14
Properties=species:S:1:pos:R:3:forces:R:3
C -2.451 0.238 0.021 -0.2 -0.2 -0.1
C -1.300 -0.691 -0.145 -0.1 0.5 0.0
C 1.266 -0.290 0.818 0.0 0.0 0.2
C 2.044 -0.432 -0.469 0.2 -0.1 -0.2
C 0.772 0.337 -0.435 0.3 0.2 0.1
O -0.475 -0.035 -0.984 -0.2 0.0 0.2
H -2.146 0.620 1.018 -0.1 0.0 -0.1
H -3.429 -0.214 0.161 0.0 -0.1 0.0
H -2.440 1.093 -0.664 -0.2 -0.2 0.0
H 1.602 0.366 1.614 0.2 -0.1 -0.1
H 0.713 -1.168 1.136 0.2 0.2 0.0
H 2.942 0.168 -0.588 -0.1 -0.2 -0.1
H 2.068 -1.408 -0.939 -0.1 0.1 0.1
H 0.835 1.415 -0.544 0.2 -0.1 0.1
```
Forces are in eV/Å.

Summary:
* calculated total energy: -270.38180 a.u.
* energy relative to the best compared isomer or geometry (same formula, charge and spin): 110.5 kcal/mol
* HOMO-LUMO gap: 8.99 eV
* lowest unoccupied orbital energy: 0.8 eV
* F_max: 0.5 eV/Å


Record 3
DFT (ωB97M-V/def2-TZVPD) results for a cluster of 2 separate species, C5H8O in total at a distorted geometry.

```
14
Properties=species:S:1:pos:R:3:forces:R:3
C 0.640 -0.847 -0.151 -1.0 0.3 1.0
C -0.192 0.142 -0.454 2.1 0.0 -2.5
C 1.080 -1.245 2.313 1.6 -0.7 2.2
C -0.336 0.360 -1.987 2.0 -0.3 0.9
C -0.881 1.054 0.423 0.2 1.0 0.6
O 0.794 -1.169 3.496 0.3 0.1 -4.3
H 2.123 -1.680 1.962 -1.5 0.6 0.7
H 1.078 -1.551 -0.882 0.0 0.2 0.9
H 0.512 -0.312 -2.357 -1.7 1.0 -0.6
H -1.336 0.102 -2.239 -0.7 -0.7 -0.7
H -0.207 1.410 -2.329 0.3 -0.6 0.5
H -0.599 0.839 1.385 0.9 -0.6 2.6
H -0.810 2.145 0.398 0.2 -0.2 -1.1
H -1.868 0.752 0.422 -2.6 -0.1 -0.2
```
Forces are in eV/Å.

Summary:
* calculated total energy: -270.34528 a.u.
* energy relative to the best compared isomer or geometry (same formula, charge and spin): 133.4 kcal/mol
* HOMO-LUMO gap (spin up / spin down): 8.57 / 8.82 eV
* lowest unoccupied orbital energy (spin up / spin down): -0.1 / 0.2 eV
* F_max: 4.3 eV/Å


Record 4
DFT (ωB97M-V/def2-TZVPD) results for the molecule C5H8O.

```
14
Properties=species:S:1:pos:R:3:forces:R:3
C 1.418 0.937 1.182 0.0 0.1 -0.1
C 0.127 0.653 1.296 0.1 0.1 -0.1
C -0.485 -0.630 0.800 0.0 -0.1 0.0
C -1.045 -0.229 -0.557 -0.6 0.1 -0.1
C -0.213 -0.495 -1.778 0.1 0.0 -0.2
O -2.103 0.356 -0.640 0.2 -0.2 0.1
H 1.823 1.924 1.382 -0.1 -0.1 0.2
H 2.130 0.194 0.833 -0.1 0.0 0.0
H -0.593 1.408 1.605 0.2 0.0 0.0
H -1.298 -0.988 1.438 0.1 0.2 -0.1
H 0.267 -1.419 0.710 0.0 0.1 0.0
H -0.330 -1.534 -2.094 0.0 0.0 0.1
H 0.846 -0.330 -1.589 0.1 0.0 0.1
H -0.546 0.153 -2.586 0.0 0.0 0.0
```
Forces are in eV/Å.

Summary:
* calculated total energy: -270.52630 a.u.
* SMILES string: C=CCC(C)=O
* energy relative to the best compared isomer or geometry (same formula, charge and spin): 19.8 kcal/mol
* HOMO-LUMO gap: 10.45 eV
* lowest unoccupied orbital energy: 1.0 eV
* F_max: 0.6 eV/Å


Record 5
DFT (ωB97M-V/def2-TZVPD) results for the molecule C5H8O.

```
14
Properties=species:S:1:pos:R:3:forces:R:3
C 1.503 -1.588 0.162 -0.1 0.0 0.1
C 0.335 -1.507 0.779 0.2 -0.2 -0.2
O -0.123 -0.338 1.346 0.1 0.0 0.0
C -1.250 0.079 0.650 -0.2 0.1 -0.3
C -1.163 0.949 -0.347 -0.1 0.0 0.2
C 0.097 1.650 -0.756 0.1 0.0 0.0
H 1.812 -2.522 -0.293 0.0 0.1 0.2
H 2.161 -0.728 0.084 -0.1 -0.1 0.0
H -0.362 -2.344 0.855 0.1 0.1 0.0
H -2.182 -0.390 0.966 0.1 0.1 -0.1
H -2.079 1.195 -0.878 0.1 0.0 0.2
H 0.321 1.513 -1.819 -0.1 0.0 0.1
H 0.951 1.306 -0.168 -0.2 0.1 -0.1
H -0.022 2.725 -0.580 0.1 -0.1 -0.1
```
Forces are in eV/Å.

Summary:
* calculated total energy: -270.48558 a.u.
* SMILES string: C=CO/C=C\C
* energy relative to the best compared isomer or geometry (same formula, charge and spin): 45.4 kcal/mol
* HOMO-LUMO gap: 10.65 eV
* lowest unoccupied orbital energy: 1.2 eV
* F_max: 0.4 eV/Å


Record 6
DFT (ωB97M-V/def2-TZVPD) results for the molecule C5H8O at a distorted geometry.

```
14
Properties=species:S:1:pos:R:3:forces:R:3
C 2.572 -0.631 -0.108 -0.4 -0.3 1.3
C 1.775 0.652 -0.137 -1.0 1.8 0.7
C 0.423 0.828 0.073 0.8 -0.9 -0.1
C -0.605 -0.241 0.665 2.0 -0.5 0.3
C -1.739 -0.501 -0.342 -2.8 3.2 1.0
O -2.828 0.140 -0.139 4.0 -3.1 -1.5
H 3.558 -0.680 0.467 -1.2 0.6 -1.1
H 1.964 -1.437 0.331 0.2 0.1 -0.2
H 2.634 -0.837 -1.165 0.9 -0.5 -0.3
H 2.400 1.587 -0.398 -1.3 -1.5 0.1
H -0.052 1.776 -0.225 0.4 -0.3 0.5
H 0.048 -1.172 0.803 -1.2 1.0 0.0
H -0.980 0.108 1.714 0.4 -0.6 -2.2
H -1.499 -1.105 -1.320 -0.6 0.9 1.7
```
Forces are in eV/Å.

Summary:
* calculated total energy: -270.47711 a.u.
* SMILES string: C/C=C\CC=O
* energy relative to the best compared isomer or geometry (same formula, charge and spin): 50.7 kcal/mol
* HOMO-LUMO gap: 10.12 eV
* lowest unoccupied orbital energy: 0.6 eV
* F_max: 5.3 eV/Å


Record 7
DFT (ωB97M-V/def2-TZVPD) results for the molecule C5H8O at a distorted geometry.

```
14
Properties=species:S:1:pos:R:3:forces:R:3
C 1.265 -1.833 -1.225 0.0 -0.3 0.0
O 1.648 -0.480 -1.230 0.0 0.1 0.0
C 0.600 0.379 -0.835 -0.1 0.1 0.0
C 0.129 0.192 0.552 -0.5 0.7 0.4
C -0.948 0.787 1.124 0.1 0.0 -0.9
C -1.520 1.415 2.195 0.0 0.3 0.9
H 0.469 -2.027 -1.964 0.1 0.0 0.1
H 2.146 -2.421 -1.496 -0.1 0.1 0.1
H 0.910 -2.140 -0.232 0.1 0.0 -0.2
H 0.996 1.396 -0.961 -0.1 -0.1 0.1
H -0.247 0.273 -1.544 0.0 0.0 0.2
H -2.599 1.314 2.316 0.3 0.3 -0.1
H -1.020 2.148 2.812 0.2 -0.3 0.4
H -1.830 0.998 0.488 0.0 -1.0 -1.0
```
Forces are in eV/Å.

Summary:
* calculated total energy: -270.34697 a.u.
* energy relative to the best compared isomer or geometry (same formula, charge and spin): 132.4 kcal/mol
* HOMO-LUMO gap (spin up / spin down): 7.73 / 7.46 eV
* lowest unoccupied orbital energy (spin up / spin down): -0.7 / -0.6 eV
* F_max: 1.4 eV/Å


Record 8
DFT (ωB97M-V/def2-TZVPD) results for a cluster of 2 separate species, C5H8O in total.

```
14
Properties=species:S:1:pos:R:3:forces:R:3
C -1.406 -0.785 -0.462 -0.2 -0.1 0.0
C -0.157 -1.210 0.337 0.0 -0.2 0.1
C 0.463 0.143 -0.061 -0.1 0.0 -0.1
C -0.643 0.518 -0.734 0.0 0.1 0.0
C 0.641 0.720 -1.443 0.2 0.1 -0.3
H -2.349 -0.668 0.077 0.2 0.0 -0.1
H -1.588 -1.359 -1.375 0.0 0.1 0.1
H -0.268 -1.315 1.418 0.0 0.0 -0.2
H 0.387 -2.071 -0.059 -0.1 0.1 0.0
H 1.031 1.734 -1.474 -0.1 -0.2 0.0
H 0.938 0.106 -2.299 -0.1 0.0 0.1
O 1.038 1.430 2.428 0.0 0.1 -0.1
H 1.659 1.133 1.749 0.0 0.0 0.2
H 0.253 1.622 1.899 0.0 0.0 0.2
```
Forces are in eV/Å.

Summary:
* calculated total energy: -270.36748 a.u.
* SMILES string: C1CC2=C1C2.O
* energy relative to the best compared isomer or geometry (same formula, charge and spin): 119.5 kcal/mol
* HOMO-LUMO gap: 9.44 eV
* lowest unoccupied orbital energy: 0.4 eV
* F_max: 0.4 eV/Å